Entry from the Open Molecules 2025 dataset: a gas-phase ion, C3H10NO (charge +1) in a non-equilibrium geometry (ωB97M-V/def2-TZVPD).

Properties
- SMILES: C[NH2+]CCO
- Highest occupied orbital energy: -15.6 eV
- Orbital gap: 12.192 eV

ORCA input file:
```
! wB97M-V def2-TZVPD RIJCOSX def2/J DEFGRID3
* xyz 1 1
C -0.417 -1.889 0.449
N 0.472 -0.765 0.549
C -0.354 0.559 0.795
C -0.370 1.437 -0.464
O 0.600 0.794 -1.300
H -0.923 -2.250 1.373
H 0.178 -2.781 -0.035
H -1.301 -1.688 -0.212
H 1.207 -0.871 1.289
H 0.982 -0.659 -0.375
H -1.438 0.297 0.903
H 0.035 0.950 1.765
H -0.039 2.533 -0.235
H -1.251 1.332 -1.074
H 1.294 1.498 -1.524
*
```

natural (NBO) population analysis, charges in e, atoms 1 to 4: -0.457 -0.535 -0.248 -0.099

Entry from the Open Molecules 2025 dataset: 2 unconnected molecules or ions with the total composition C3H10NO in a non-equilibrium geometry (ωB97M-V/def2-TZVPD).

Properties
- Highest occupied orbital energy: -13.5 eV
- Orbital gap: 10.086 eV

ORCA input file:
```
! wB97M-V def2-TZVPD RIJCOSX def2/J DEFGRID3
* xyz 1 1
C 1.614 1.443 -0.793
N 1.674 0.168 0.057
H 0.662 1.931 -0.680
H 2.560 1.954 -0.625
H 1.693 1.072 -1.815
H 0.689 0.063 0.456
H 2.272 0.185 0.880
H 2.038 -0.645 -0.430
C -1.598 -0.500 -0.903
C -1.785 -0.581 0.412
O -0.583 -0.706 1.165
H -2.390 -0.066 -1.501
H -0.674 -0.870 -1.315
H -2.647 -0.413 1.042
H -0.743 -0.923 2.084
*
```

natural (NBO) population analysis, charges in e, atoms 1 to 4: -0.416 -0.713 0.247 0.242

Entry from the Open Molecules 2025 dataset: 2 unconnected molecules or ions with the total composition C3H10NO in a non-equilibrium geometry (ωB97M-V/def2-TZVPD).

Properties
- Highest occupied orbital energy: -14.8 eV
- Orbital gap: 11.032 eV

ORCA input file:
```
! wB97M-V def2-TZVPD RIJCOSX def2/J DEFGRID3
* xyz 1 1
C 1.561 2.074 -0.183
O 1.309 0.911 0.661
H 2.238 1.918 -1.020
H 1.978 3.015 0.279
H 0.463 2.228 -0.441
H 2.128 0.505 0.798
C -1.582 -1.266 0.154
C -2.010 -0.712 -1.019
N 0.030 -1.311 0.308
H -2.046 -1.441 1.106
H -1.338 -0.827 -1.843
H -2.904 -0.035 -1.106
H 0.231 -1.715 1.244
H 0.434 -0.306 0.268
H 0.322 -2.032 -0.435
*
```

natural (NBO) population analysis, charges in e, atoms 1 to 4: -0.274 -0.729 0.198 0.213

Entry from the Open Molecules 2025 dataset: 2 unconnected molecules or ions with the total composition C3H10NO in a non-equilibrium geometry (ωB97M-V/def2-TZVPD).

Properties
- Highest occupied orbital energy: -14.8 eV
- Orbital gap: 9.460 eV

ORCA input file:
```
! wB97M-V def2-TZVPD RIJCOSX def2/J DEFGRID3
* xyz 1 1
C -2.261 0.433 0.398
N -2.055 1.637 0.054
H -3.273 0.122 0.623
H -1.415 -0.218 0.218
H -1.100 1.926 -0.189
H -2.753 2.365 -0.017
C 1.198 -0.484 -0.691
O 0.602 0.661 -0.025
C 1.684 -1.463 0.383
H 2.052 -0.164 -1.290
H 0.572 -0.892 -1.486
H 1.326 1.299 0.080
H 1.584 -2.492 0.028
H 1.102 -1.404 1.299
H 2.735 -1.324 0.614
*
```

natural (NBO) population analysis, charges in e, atoms 1 to 4: 0.160 -0.567 0.235 0.254

Entry from the Open Molecules 2025 dataset: a gas-phase ion, C3H10NO (charge +1) (ωB97M-V/def2-TZVPD).

Properties
- SMILES: [NH3+]CCCO
- Highest occupied orbital energy: -14.0 eV
- Orbital gap: 10.153 eV

ORCA input file:
```
! wB97M-V def2-TZVPD RIJCOSX def2/J DEFGRID3
* xyz 1 1
N -1.913 0.938 -0.217
C -0.937 -0.120 0.256
C 0.482 0.311 -0.108
C 1.432 -0.864 0.134
O 2.652 -0.619 -0.483
H -2.360 0.659 -1.090
H -2.681 1.184 0.410
H -1.416 1.812 -0.419
H -1.255 -1.075 -0.132
H -1.057 -0.151 1.328
H 0.754 1.131 0.565
H 0.505 0.693 -1.129
H 0.955 -1.779 -0.239
H 1.510 -0.948 1.203
H 3.330 -1.170 -0.079
*
```

natural (NBO) population analysis, charges in e, atoms 1 to 4: -0.670 -0.214 -0.438 -0.047

Entry from the Open Molecules 2025 dataset: 2 unconnected molecules or ions with the total composition C3H10NO in a non-equilibrium geometry (ωB97M-V/def2-TZVPD).

Properties
- Highest occupied orbital energy: -13.0 eV
- Orbital gap: 9.303 eV

ORCA input file:
```
! wB97M-V def2-TZVPD RIJCOSX def2/J DEFGRID3
* xyz 1 1
C -0.601 0.764 1.969
N 0.824 0.725 1.434
H -1.442 1.054 1.148
H -0.680 1.458 2.886
H -0.928 -0.211 2.367
H 0.591 0.484 0.275
H 1.362 1.670 1.423
H 1.282 -0.074 1.786
C 0.768 -0.526 -2.579
C -0.292 -1.009 -1.877
O -0.641 -0.853 -0.580
H 1.439 0.157 -2.115
H 0.675 -0.633 -3.610
H -1.188 -1.506 -2.393
H -1.170 -1.501 -0.134
*
```

natural (NBO) population analysis, charges in e, atoms 1 to 4: -0.466 -0.741 0.265 0.254

Entry from the Open Molecules 2025 dataset: 3 unconnected molecules or ions with the total composition C3H10NO in a non-equilibrium geometry (ωB97M-V/def2-TZVPD).

Properties
- Highest occupied orbital energy: -15.2 eV
- Orbital gap: 6.991 eV

ORCA input file:
```
! wB97M-V def2-TZVPD RIJCOSX def2/J DEFGRID3
* xyz 1 1
C 0.250 -0.989 -2.265
C 0.664 0.163 -1.558
C -0.143 0.630 -0.460
N 0.119 1.423 0.499
H 0.890 -1.197 -3.115
H 0.094 -1.817 -1.571
H -0.747 -0.777 -2.681
H 1.586 0.621 -1.907
H -1.087 0.077 -0.385
H 0.982 1.958 0.333
H -0.990 2.106 3.461
H -1.379 2.404 4.027
H 0.294 -0.854 1.716
H -0.538 -1.985 2.336
O 0.005 -1.762 1.572
*
```

natural (NBO) population analysis, charges in e, atoms 1 to 4: -0.770 0.347 -0.054 -0.314

Entry from the Open Molecules 2025 dataset: 2 unconnected molecules or ions with the total composition C3H10NO in a non-equilibrium geometry (ωB97M-V/def2-TZVPD).

Properties
- Highest occupied orbital energy: -16.1 eV
- Orbital gap: 10.744 eV

ORCA input file:
```
! wB97M-V def2-TZVPD RIJCOSX def2/J DEFGRID3
* xyz 1 1
C -0.662 -1.989 -0.865
C 0.039 -1.134 0.185
C 0.036 0.842 -1.173
N 0.093 0.372 0.077
H -0.165 -1.925 -1.847
H -1.706 -1.674 -0.944
H -0.612 -3.078 -0.642
H 1.127 -1.379 0.419
H -0.505 -1.199 1.138
H 0.493 0.224 -1.956
H -0.069 1.897 -1.254
H 0.437 1.038 0.821
H 0.596 3.267 1.510
H 0.202 2.359 2.687
O 0.698 2.378 1.842
*
```

natural (NBO) population analysis, charges in e, atoms 1 to 4: -0.648 -0.242 0.102 -0.406

Entry from the Open Molecules 2025 dataset: 2 unconnected molecules or ions with the total composition C3H10NO in a non-equilibrium geometry (ωB97M-V/def2-TZVPD).

Properties
- Highest occupied orbital energy (alpha / beta): -21.5 / -21.4 eV
- <S²>: 0.755
- Orbital gap (alpha / beta): 11.958 / 6.947 eV

ORCA input file:
```
! wB97M-V def2-TZVPD RIJCOSX def2/J DEFGRID3
* xyz 2 2
C 2.177 -0.086 0.452
N 3.032 -1.046 0.405
H 1.929 0.397 1.405
H 1.814 0.352 -0.472
H 3.301 -1.416 -0.504
H 3.066 -1.556 1.291
C -1.750 0.203 -0.836
O -0.418 -0.579 -0.737
C -2.091 1.061 0.315
H -2.393 -0.626 -1.122
H -1.582 0.829 -1.720
H -0.656 -1.506 -0.476
H -2.489 0.522 1.188
H -2.762 1.904 0.130
H -1.177 1.548 0.684
*
```

natural (NBO) population analysis, charges in e, atoms 1 to 4: 0.141 -0.555 0.252 0.228

Entry from the Open Molecules 2025 dataset: 2 unconnected molecules or ions with the total composition C3H10NO in a non-equilibrium geometry (ωB97M-V/def2-TZVPD).

Properties
- Highest occupied orbital energy (alpha / beta): -18.6 / -18.6 eV
- <S²>: 0.754
- Orbital gap (alpha / beta): 10.582 / 4.187 eV

ORCA input file:
```
! wB97M-V def2-TZVPD RIJCOSX def2/J DEFGRID3
* xyz 2 2
C 2.353 0.267 -1.628
O 1.355 1.154 -1.003
H 2.495 -0.530 -0.857
H 1.725 0.010 -2.474
H 3.418 0.674 -1.808
H 1.649 2.052 -0.840
C -1.372 -0.518 1.531
C -1.080 -1.779 1.060
N -1.704 0.612 0.600
H -1.068 -0.173 2.536
H -0.815 -2.617 1.646
H -1.383 -2.017 0.035
H -1.503 0.653 -0.394
H -2.793 0.681 0.627
H -1.279 1.531 0.972
*
```

natural (NBO) population analysis, charges in e, atoms 1 to 4: -0.298 -0.180 0.333 0.312

Entry from the Open Molecules 2025 dataset: 2 unconnected molecules or ions with the total composition C3H10NO2 in a non-equilibrium geometry (ωB97M-V/def2-TZVPD).

Properties
- Highest occupied orbital energy: -3.3 eV
- Orbital gap: 7.471 eV

ORCA input file:
```
! wB97M-V def2-TZVPD RIJCOSX def2/J DEFGRID3
* xyz -1 1
C -0.117 -0.218 1.342
N 0.784 -1.106 0.634
C 0.155 -1.595 -0.686
O -0.504 -0.662 -1.386
C 0.501 1.147 1.669
H -0.452 -0.708 2.270
H -0.998 -0.055 0.712
H 1.580 -0.579 0.268
H 1.092 -1.910 -1.195
H -0.529 -2.399 -0.380
H 1.527 1.025 2.012
H 0.477 1.772 0.784
H -0.066 1.601 2.483
H -1.384 2.112 -0.914
H -0.506 0.962 -1.419
O -0.789 1.905 -1.655
*
```

natural (NBO) population analysis, charges in e, atoms 1 to 4: -0.235 -0.691 0.133 -0.955

Entry from the Open Molecules 2025 dataset: 2 unconnected molecules or ions with the total composition C3H10NO2 in a non-equilibrium geometry (ωB97M-V/def2-TZVPD).

Properties
- Highest occupied orbital energy: -2.9 eV
- Orbital gap: 7.007 eV

ORCA input file:
```
! wB97M-V def2-TZVPD RIJCOSX def2/J DEFGRID3
* xyz -1 1
C 0.406 0.965 -1.280
N -0.108 0.394 -0.067
C 0.774 -0.629 0.529
C 0.470 -2.026 -0.197
O -0.791 -2.101 -0.617
H 1.048 0.261 -1.833
H 1.048 1.838 -1.128
H -0.360 1.288 -1.998
H -0.867 -0.265 -0.372
H 0.484 -0.638 1.583
H 1.818 -0.391 0.431
H 0.682 -2.797 0.568
H 1.287 -2.105 -0.947
H -0.477 1.949 1.024
H -0.933 2.443 2.363
O -0.717 2.785 1.488
*
```

natural (NBO) population analysis, charges in e, atoms 1 to 4: -0.407 -0.717 -0.261 -0.027

Entry from the Open Molecules 2025 dataset: 2 unconnected molecules or ions with the total composition C3H10NO2 in a non-equilibrium geometry (ωB97M-V/def2-TZVPD).

Properties
- Highest occupied orbital energy: -3.1 eV
- Orbital gap: 7.363 eV

ORCA input file:
```
! wB97M-V def2-TZVPD RIJCOSX def2/J DEFGRID3
* xyz -1 1
C 0.008 -0.299 -1.539
C 1.065 -0.456 -0.445
C 0.353 -0.092 0.949
O 0.559 1.202 1.213
N -0.773 -1.507 -1.957
H 0.414 0.217 -2.429
H -0.743 0.468 -1.421
H 1.678 -1.343 -0.584
H 1.632 0.438 -0.714
H 0.765 -0.739 1.760
H -0.716 -0.390 0.759
H -1.040 -1.830 -1.026
H -0.105 -2.234 -2.205
H -0.331 2.209 2.190
H -1.619 1.768 2.807
O -1.148 2.587 2.641
*
```

natural (NBO) population analysis, charges in e, atoms 1 to 4: -0.228 -0.486 0.005 -0.954

Entry from the Open Molecules 2025 dataset: 2 unconnected molecules or ions with the total composition C3H10NO2 in a non-equilibrium geometry (ωB97M-V/def2-TZVPD).

Properties
- Highest occupied orbital energy (alpha / beta): -4.1 / -7.6 eV
- <S²>: 0.754
- Orbital gap (alpha / beta): 3.937 / 7.404 eV

ORCA input file:
```
! wB97M-V def2-TZVPD RIJCOSX def2/J DEFGRID3
* xyz 0 2
O 0.475 -0.155 -2.641
C 0.005 0.904 -2.056
C -0.330 0.738 -0.603
C 0.603 1.500 0.390
N -0.291 -0.707 -0.338
H 0.073 1.940 -2.384
H -1.318 1.136 -0.333
H 1.531 1.696 -0.159
H 0.216 2.490 0.524
H 0.782 0.941 1.314
H -1.023 -1.213 -0.829
H 0.613 -1.053 -0.671
H -0.341 -0.943 0.662
H 0.114 -2.018 2.896
H -0.817 -3.027 2.175
O -0.292 -2.227 2.051
*
```

natural (NBO) population analysis, charges in e, atoms 1 to 4: -0.789 -0.026 -0.124 -0.648

Entry from the Open Molecules 2025 dataset: 3 unconnected molecules or ions with the total composition C3H10NO2 in a non-equilibrium geometry (ωB97M-V/def2-TZVPD).

Properties
- Highest occupied orbital energy: -15.1 eV
- Orbital gap: 9.928 eV

ORCA input file:
```
! wB97M-V def2-TZVPD RIJCOSX def2/J DEFGRID3
* xyz 1 1
C 1.221 -1.009 -0.723
C -0.003 -1.488 -0.732
C 1.111 0.386 1.347
N 1.600 0.016 0.222
H 2.082 -1.331 -1.290
H -0.707 -1.382 0.091
H -0.328 -2.327 -1.337
H 1.518 1.288 1.772
H 0.399 -0.263 1.837
H 2.317 0.653 -0.124
H -2.435 -0.489 1.943
H -2.384 0.482 0.738
O -1.862 -0.118 1.281
H -1.193 2.418 -2.056
H -0.529 1.168 -1.692
O -0.808 1.995 -1.277
*
```

natural (NBO) population analysis, charges in e, atoms 1 to 4: -0.090 -0.331 0.153 -0.413

Short version: energy above the lowest of the compared OMol25 structures with the same formula, charge and spin = 1.422, 1.385, 2.568, 1.349, 0.631, 2.544, 4.692, 1.529, 3.931, 4.283, 0.471, 0.882, 1.108, 0.684, 2.280 eV, in the order given.